A molecular structure, C3H5LiO3Yb at a distorted geometry. Source: the OMol25 dataset; level of theory: ωB97M-V with the def2-TZVPD basis set.

The gap between HOMO and LUMO comes out at 0.2865 Ha. For the HOMO energy, the calculation gives -16.765 eV. The calculation puts the lowest unoccupied orbital energy at -9.0 eV.

```
! RIJCOSX wB97M-V def2-TZVPD def2/J DEFGRID3
* xyz 2 1
H -1.759 -1.878 -0.271
O 1.188 0.583 0.647
C 1.035 1.473 -0.433
C -0.292 1.374 -1.151
O -0.413 0.139 -1.921
C -1.017 -0.933 -1.586
O -1.356 -0.952 -0.261
Li 2.915 0.614 1.260
Yb -0.265 -0.550 1.605
H 1.838 1.316 -1.174
H 1.108 2.520 -0.088
H -0.357 2.161 -1.908
H -1.156 1.476 -0.480
*
```

***

18 unconnected molecules or ions with the total composition C66H180N12O21 at a distorted geometry. Source: the OMol25 dataset; level of theory: ωB97M-V with the def2-TZVPD basis set.

The gap between HOMO and LUMO (spin up / spin down) comes out at 0.2830 / 0.0774 Ha. For the HOMO energy (spin up / spin down), the calculation gives -10.096 / -10.096 eV. The calculation puts the lowest unoccupied orbital energy (spin up / spin down) at -2.4 / -8.0 eV.

```
! RIJCOSX wB97M-V def2-TZVPD def2/J DEFGRID3
* xyz 1 2
C -1.039 -1.994 -10.940
C -2.284 -1.348 -10.383
C -2.039 -0.191 -9.360
O -1.101 -0.541 -8.373
C -0.964 0.450 -7.322
N -3.066 -0.764 -11.442
H -1.397 -2.704 -11.686
H -0.430 -2.371 -10.118
H -0.460 -1.194 -11.400
H -2.947 -2.099 -9.954
H -2.956 0.260 -8.979
H -1.488 0.604 -9.863
H -1.899 0.616 -6.786
H -0.615 1.428 -7.652
H -0.250 0.153 -6.554
H -3.826 -0.328 -10.939
H -2.595 0.095 -11.687
C 0.464 2.767 4.416
C 1.703 3.716 4.505
C 2.779 3.498 3.430
O 3.324 2.143 3.478
C 4.281 1.867 2.527
N 1.186 5.117 4.440
H -0.166 3.016 5.270
H 0.768 1.733 4.253
H -0.135 2.986 3.532
H 2.188 3.506 5.459
H 3.473 4.335 3.359
H 2.185 3.422 2.519
H 4.087 2.220 1.514
H 4.520 0.813 2.389
H 5.213 2.308 2.879
H 0.508 5.147 3.692
H 1.910 5.710 4.062
C 4.469 -3.948 2.036
C 5.112 -2.661 1.439
C 5.516 -2.910 0.043
O 6.271 -1.789 -0.469
C 6.335 -1.712 -1.903
N 4.219 -1.568 1.476
H 3.751 -4.358 1.326
H 4.127 -3.873 3.068
H 5.161 -4.786 1.942
H 5.963 -2.386 2.061
H 4.666 -3.075 -0.619
H 6.163 -3.787 0.022
H 6.669 -2.587 -2.460
H 6.995 -0.890 -2.177
H 5.353 -1.417 -2.273
H 3.471 -1.782 0.833
H 4.690 -0.790 1.036
C 0.702 -5.111 -7.583
C -0.315 -3.986 -7.429
C -1.199 -3.901 -6.116
O -2.050 -5.047 -5.999
C -2.941 -4.894 -4.877
N 0.472 -2.775 -7.546
H 1.461 -4.839 -8.317
H 0.261 -6.078 -7.827
H 1.260 -5.304 -6.667
H -0.980 -4.048 -8.290
H -1.879 -3.071 -6.309
H -0.591 -3.736 -5.226
H -3.506 -3.962 -4.868
H -2.258 -4.799 -4.033
H -3.554 -5.791 -4.788
H -0.175 -2.006 -7.647
H 0.959 -2.769 -8.431
C 3.673 -0.698 6.645
C 4.335 -0.845 5.258
C 5.053 -2.207 5.064
O 5.984 -2.542 6.091
C 6.658 -3.705 5.715
N 3.321 -0.649 4.284
H 4.389 -0.668 7.466
H 2.976 -1.512 6.846
H 3.134 0.249 6.674
H 5.047 -0.028 5.146
H 5.506 -2.066 4.082
H 4.318 -3.011 5.020
H 7.175 -3.562 4.766
H 6.046 -4.592 5.548
H 7.430 -3.917 6.455
H 3.143 0.341 4.196
H 3.711 -0.874 3.379
C 3.186 1.430 -1.114
C 2.583 1.576 -2.540
C 3.547 1.212 -3.668
O 4.444 2.294 -3.899
C 5.527 1.855 -4.753
N 1.473 0.710 -2.479
H 2.445 1.671 -0.351
H 4.110 1.990 -0.973
H 3.484 0.399 -0.924
H 2.165 2.580 -2.608
H 3.009 0.810 -4.526
H 4.154 0.376 -3.319
H 5.193 1.284 -5.620
H 6.167 1.209 -4.153
H 6.164 2.661 -5.118
H 0.949 0.699 -1.616
H 0.827 0.835 -3.246
C -3.105 -0.732 -3.764
C -2.876 -0.276 -2.303
C -3.206 -1.398 -1.261
O -4.596 -1.747 -1.342
C -5.103 -2.441 -0.193
N -1.521 0.279 -2.159
H -4.103 -1.153 -3.884
H -2.366 -1.501 -3.988
H -3.064 0.175 -4.368
H -3.541 0.578 -2.173
H -2.882 -1.035 -0.286
H -2.532 -2.234 -1.449
H -6.173 -2.645 -0.254
H -5.069 -1.804 0.691
H -4.516 -3.349 -0.054
H -1.251 0.396 -1.193
H -0.864 -0.391 -2.533
C -2.151 5.096 0.991
C -1.934 6.310 1.879
C -2.909 6.256 3.168
O -4.207 6.267 2.719
C -5.133 6.038 3.798
N -0.555 6.253 2.318
H -3.119 5.007 0.496
H -1.999 4.160 1.528
H -1.443 5.166 0.165
H -2.128 7.196 1.274
H -2.722 7.108 3.822
H -2.747 5.308 3.681
H -4.898 6.475 4.768
H -5.112 4.985 4.078
H -6.133 6.372 3.517
H 0.086 6.338 1.542
H -0.382 7.082 2.869
C -3.211 3.065 6.615
C -4.047 2.557 5.433
C -3.569 1.115 5.014
O -4.257 0.684 3.863
C -3.905 -0.660 3.543
N -5.394 2.627 5.905
H -2.226 3.123 6.153
H -3.219 2.388 7.469
H -3.510 4.059 6.946
H -4.002 3.263 4.604
H -3.552 0.369 5.809
H -2.495 1.204 4.851
H -4.524 -0.960 2.698
H -4.128 -1.342 4.364
H -2.870 -0.741 3.212
H -5.945 2.571 5.060
H -5.631 1.720 6.279
C 4.786 4.755 -1.408
O 3.982 4.538 -0.212
C 3.110 5.657 0.157
C 1.942 5.786 -0.796
N 1.076 6.960 -0.558
C 1.665 8.341 -0.553
C 2.787 8.676 -1.564
O 2.398 8.389 -2.869
C 3.435 8.278 -3.855
H 4.101 4.733 -2.256
H 5.579 4.031 -1.597
H 5.295 5.718 -1.437
H 3.715 6.553 0.293
H 2.660 5.507 1.139
H 1.334 4.895 -0.645
H 2.358 6.016 -1.778
H 0.388 6.911 -1.296
H 1.905 8.651 0.464
H 0.802 8.955 -0.809
H 3.738 8.233 -1.270
H 2.995 9.746 -1.572
H 3.998 9.207 -3.943
H 3.157 7.954 -4.857
H 4.161 7.512 -3.582
C -0.065 2.182 0.596
O 0.025 0.795 0.252
C 0.514 0.062 1.363
C 0.593 -1.410 0.896
N 1.611 -1.582 -0.125
C 1.605 -2.902 -0.726
C 0.334 -3.228 -1.494
O -0.053 -2.377 -2.575
C 0.976 -2.165 -3.596
H -0.755 2.255 1.436
H -0.354 2.768 -0.277
H 0.878 2.501 1.041
H -0.227 0.187 2.153
H 1.444 0.379 1.834
H -0.395 -1.625 0.490
H 0.647 -2.117 1.724
H 1.319 -1.026 -0.916
H 1.818 -3.650 0.038
H 2.473 -3.014 -1.375
H -0.561 -3.011 -0.912
H 0.351 -4.243 -1.891
H 0.529 -1.618 -4.427
H 1.309 -3.107 -4.032
H 1.910 -1.725 -3.250
C -7.202 -0.431 6.878
O -6.939 0.381 5.718
C -8.190 0.876 5.136
C -8.022 1.282 3.702
N -6.764 1.973 3.488
C -6.431 1.998 2.068
C -5.400 3.062 1.713
O -4.691 2.725 0.544
C -3.666 1.733 0.801
H -6.274 -0.664 7.401
H -7.696 -1.354 6.572
H -7.822 0.076 7.617
H -8.537 1.749 5.689
H -8.937 0.085 5.067
H -8.887 1.889 3.434
H -8.061 0.339 3.157
H -5.993 1.423 3.839
H -7.298 2.124 1.420
H -6.114 1.001 1.763
H -4.651 3.188 2.495
H -5.856 4.019 1.462
H -2.877 2.093 1.461
H -3.264 1.639 -0.208
H -4.006 0.782 1.209
C -0.003 -0.832 6.460
C -0.304 -1.484 5.160
O 0.846 -2.174 4.699
H -0.880 -0.551 7.044
H 0.624 0.049 6.322
H 0.500 -1.542 7.117
H -0.648 -0.821 4.366
H -1.182 -2.129 5.200
H 1.586 -1.563 4.723
C 2.995 -7.240 -0.307
C 3.778 -6.449 -1.356
O 2.871 -5.584 -2.033
H 3.702 -7.475 0.488
H 2.439 -8.052 -0.774
H 2.356 -6.498 0.171
H 4.176 -7.134 -2.105
H 4.565 -5.865 -0.879
H 2.135 -6.124 -2.327
C 0.679 -7.802 -5.160
C 0.391 -6.765 -4.083
O 0.945 -7.228 -2.880
H 0.368 -7.356 -6.105
H 0.257 -8.805 -5.105
H 1.756 -7.968 -5.179
H -0.689 -6.666 -3.981
H 0.822 -5.774 -4.228
H 0.366 -7.894 -2.503
C -1.312 3.773 -3.023
C -1.756 3.177 -4.372
O -1.201 1.874 -4.460
H -1.761 4.757 -2.892
H -0.227 3.878 -3.031
H -1.498 3.101 -2.185
H -1.504 3.805 -5.226
H -2.843 3.259 -4.371
H -1.316 1.435 -3.614
C -1.810 -3.838 1.915
C -2.229 -4.340 3.287
O -3.596 -4.033 3.446
H -0.768 -4.017 1.651
H -1.954 -2.769 1.754
H -2.297 -4.392 1.112
H -1.507 -3.873 3.956
H -2.096 -5.414 3.409
H -3.914 -4.786 3.950
C 1.126 -5.578 3.437
C 1.253 -5.637 4.979
O 1.103 -7.010 5.389
H 1.472 -4.609 3.077
H 0.123 -5.754 3.048
H 1.743 -6.335 2.954
H 0.458 -5.018 5.396
H 2.157 -5.152 5.346
H 1.875 -7.515 5.121
*
```